C5H8N2 | the ωB97M-V functional and the def2-TZVPD basis

Structure (XYZ):
```
15
Properties=species:S:1:pos:R:3:forces:R:3:mulliken_charge:R:1
C -1.409997 0.610503 0.795535 0.0 0.1 0.0 -1.36
C -0.115579 -0.181440 0.715003 -0.1 -0.1 0.1 0.00
C -0.079696 -1.308261 -0.330722 -0.3 -0.2 0.0 -0.56
N 1.352551 -1.043334 -0.526080 0.1 0.0 -0.3 -0.52
C 1.186297 0.320342 -0.000702 0.1 0.2 0.1 0.25
C 0.881126 1.372506 -0.985168 -0.3 0.7 -0.6 0.08
N 0.572466 2.213012 -1.718392 0.4 -0.8 0.6 -0.47
H -1.590505 1.189453 -0.118502 0.1 -0.1 0.2 0.36
H -2.242001 -0.100555 0.898989 0.2 0.2 0.0 0.32
H -1.456965 1.294203 1.649633 0.1 -0.1 -0.1 0.34
H 0.208204 -0.535084 1.696039 -0.2 -0.1 -0.1 0.33
H -0.693778 -1.020072 -1.199085 0.1 -0.1 0.1 0.30
H -0.339761 -2.327331 -0.025923 0.1 0.2 0.0 0.34
H 1.703726 -1.134508 -1.473624 0.0 0.1 0.1 0.25
H 2.023913 0.650568 0.622999 -0.2 0.1 0.0 0.33
```
Forces are in eV/Å.

- HOMO-LUMO gap (eV) = 10.8
- structure (SMILES) = C[C@H]1CN[C@H]1C#N
- E_LUMO (eV) = 1.003
- total charge = 0
- highest occupied orbital energy (eV) = -9.84
- E (eV) = -8293.65050
- F_max (eV/Å) = 1.05
- spin multiplicity = 1



C27H54N8O8 | the ωB97M-V functional and the def2-TZVPD basis

Structure (XYZ):
```
97
Properties=species:S:1:pos:R:3:forces:R:3:mulliken_charge:R:1
C -3.893704 -3.859703 0.075626 0.6 0.9 0.1 -0.73
C -3.002120 -4.244101 1.313780 -0.3 -0.1 -0.8 -0.09
N -3.313193 -5.617693 1.865547 1.7 1.8 0.7 -0.42
C -2.210752 -5.959441 2.732172 -0.3 -2.2 -0.7 0.69
O -1.671224 -7.033740 2.536715 0.2 0.6 0.5 -0.59
O -1.822470 -5.139800 3.760395 -0.6 0.0 -1.0 -0.33
C -0.433996 -5.301384 4.093471 1.7 0.8 -0.4 -0.56
C 0.454397 -4.859086 2.854668 0.1 -2.0 1.3 0.68
C 1.485651 -5.799324 2.478410 0.8 1.8 -2.3 -0.52
C 2.304497 -5.432209 1.302585 -3.0 2.0 1.8 -0.57
C 1.908435 -4.150070 0.720636 0.2 -0.1 0.1 -0.20
C 0.848429 -3.278044 1.242671 1.3 -2.3 0.2 -0.43
N 0.124575 -3.663296 2.329355 1.5 -0.6 -1.1 -0.34
H -3.237061 -3.253376 -0.612756 -0.7 -0.6 0.6 0.27
H -4.726762 -3.159774 0.360916 0.5 -1.1 -0.3 0.34
H -4.245727 -4.728429 -0.532263 0.1 0.7 0.7 -0.02
H -1.942920 -4.300421 0.932978 -0.9 0.5 0.6 0.09
H -3.120975 -3.520999 2.152619 0.4 -0.4 -0.8 0.26
H -3.207149 -6.241533 1.057998 -0.1 -0.1 0.8 0.29
H -0.172396 -6.323458 4.453889 -0.4 0.7 -0.6 0.30
H -0.138338 -4.590409 4.914904 -1.0 -0.5 -0.7 0.34
H 1.670589 -6.761825 3.008988 -0.5 1.0 -0.4 0.30
H 3.116201 -6.069588 0.901702 -0.7 0.6 0.3 0.38
H 2.465852 -3.806241 -0.186948 -0.6 -0.2 0.9 0.35
H 0.593643 -2.305414 0.757376 0.3 -1.0 0.5 0.50
C 2.895803 -0.668537 -1.196738 -0.1 0.2 0.1 0.09
O 2.522641 -1.403285 -2.095458 -0.1 0.1 0.0 -0.64
N 2.357653 0.531563 -0.891377 0.3 -0.4 0.0 0.22
C 2.858748 1.351650 0.199586 -0.3 0.1 -0.3 -1.01
C 1.241365 1.017502 -1.679835 0.1 -0.3 -0.1 -1.03
H 3.736493 -0.942616 -0.537047 0.0 0.1 0.1 0.35
H 2.057067 1.518122 0.921048 0.2 0.1 0.1 0.42
H 3.192861 2.310948 -0.199779 0.0 0.0 0.1 0.30
H 3.693670 0.863923 0.701775 -0.1 0.0 -0.1 0.30
H 0.415232 0.306757 -1.611945 -0.1 0.1 -0.1 0.30
H 1.546272 1.096971 -2.725652 -0.2 0.0 0.0 0.33
H 0.917370 1.991463 -1.317029 0.1 -0.1 0.1 0.38
C 5.245335 3.581294 1.183446 0.3 0.3 -0.1 0.11
O 4.246049 3.397201 1.860965 0.5 0.3 -0.2 -0.66
N 5.669311 4.777977 0.731295 -0.1 -0.5 0.1 0.16
C 6.868625 4.915455 -0.070217 -0.1 0.1 0.0 -0.75
C 4.898194 5.966907 1.058969 -0.1 0.0 0.2 -0.99
H 5.900159 2.748022 0.879137 0.0 0.0 0.0 0.24
H 7.572371 5.571851 0.445829 0.1 0.0 -0.2 0.31
H 6.607092 5.353568 -1.033867 0.2 0.0 0.0 0.21
H 7.339179 3.945403 -0.233852 -0.1 0.0 0.1 0.30
H 4.845911 6.069784 2.145447 -0.1 0.0 0.0 0.29
H 3.883932 5.854470 0.669864 0.0 0.1 0.1 0.28
H 5.360696 6.856101 0.626217 -0.1 -0.4 0.2 0.45
C -5.777902 -5.114563 -3.901362 -0.1 -0.2 0.0 0.05
O -5.165613 -4.316692 -3.214053 -0.2 -0.1 0.1 -0.52
N -6.540346 -6.130325 -3.432069 0.2 0.3 -0.3 0.15
C -7.240819 -7.038961 -4.317837 0.0 0.0 0.3 -0.95
C -6.660149 -6.317645 -1.995521 0.2 0.2 -0.1 -0.76
H -5.754917 -5.067326 -5.002817 0.0 -0.1 0.0 0.30
H -8.312965 -6.982601 -4.116087 0.0 -0.1 -0.1 0.34
H -6.891498 -8.058146 -4.136995 -0.1 0.0 -0.1 0.34
H -7.060749 -6.780662 -5.360995 0.0 0.0 0.1 0.29
H -7.081317 -5.418281 -1.546819 0.0 -0.2 0.2 0.15
H -5.668579 -6.485755 -1.570863 -0.1 0.0 0.1 0.26
H -7.301338 -7.169454 -1.776585 0.0 0.0 -0.1 0.37
C 1.793033 2.755606 3.409308 0.4 0.3 0.0 0.47
O 1.064904 1.903263 2.923874 -0.3 0.1 0.3 -0.71
N 1.557685 3.399799 4.579629 0.0 -0.2 -0.2 0.09
C 2.464496 4.402043 5.098372 -0.2 -0.1 0.1 -0.77
C 0.360811 3.073697 5.333395 0.0 -0.1 -0.2 -0.95
H 2.727709 3.077176 2.917170 -0.4 -0.1 0.3 0.19
H 2.830027 4.084670 6.078538 0.1 0.2 0.0 0.32
H 1.932070 5.351399 5.200796 0.2 0.1 0.1 0.33
H 3.313396 4.539659 4.428737 -0.1 -0.1 0.0 0.17
H 0.373998 2.012318 5.589260 -0.2 0.1 0.0 0.29
H -0.518463 3.271357 4.716841 -0.1 -0.1 0.1 0.28
H 0.311240 3.669432 6.243832 0.1 0.0 -0.1 0.38
C 6.420658 8.806607 -1.621559 0.1 0.1 -0.2 0.07
O 6.169743 7.942644 -0.798375 0.3 0.2 -0.4 -0.57
N 6.957581 8.588381 -2.841968 -0.2 0.2 0.4 0.11
C 7.228311 9.669370 -3.769734 0.0 -0.3 0.0 -0.92
C 7.273210 7.227255 -3.236164 -0.1 0.0 0.3 -0.95
H 6.219710 9.871601 -1.422987 0.0 0.0 0.0 0.27
H 6.660775 9.505168 -4.688442 0.1 0.1 0.0 0.34
H 8.295621 9.685340 -4.001446 -0.1 0.1 -0.1 0.33
H 6.942508 10.629515 -3.341602 0.0 -0.1 0.0 0.29
H 6.362595 6.624986 -3.212046 0.1 -0.1 -0.1 0.28
H 7.989289 6.804351 -2.528528 0.0 -0.1 -0.1 0.29
H 7.696306 7.211107 -4.238883 0.0 0.1 0.1 0.40
C -8.404608 -2.772071 -1.389777 0.0 0.1 0.0 0.80
O -9.326121 -3.016811 -0.633763 0.0 0.1 0.0 -0.63
N -8.080041 -1.545397 -1.855992 0.1 -0.3 0.0 0.09
C -6.963510 -1.337398 -2.757010 -0.2 0.1 0.1 -0.71
C -8.875014 -0.404835 -1.440411 -0.1 -0.3 0.2 -0.99
H -7.737611 -3.562993 -1.767562 0.1 0.1 -0.1 -0.36
H -6.249931 -0.653849 -2.290683 0.1 0.0 -0.2 0.33
H -7.332839 -0.898796 -3.687766 0.2 0.0 0.0 0.36
H -6.461323 -2.278602 -2.980089 0.0 0.0 0.1 0.10
H -8.838045 -0.316795 -0.352749 -0.1 0.1 0.0 0.31
H -9.913164 -0.560162 -1.741280 0.0 0.1 0.1 0.29
H -8.494324 0.508245 -1.895149 0.1 -0.1 0.0 0.39
```
Forces are in eV/Å.

- HOMO-LUMO gap (eV) = 9.0
- structure (SMILES) = CCNC(=O)OCc1ccccn1.CN(C)C=O.CN(C)C=O.CN(C)C=O.CN(C)C=O.CN(C)C=O.CN(C)C=O
- E_LUMO (eV) = 0.318
- total charge = 0
- highest occupied orbital energy (eV) = -8.65
- E (eV) = -57174.41391
- F_max (eV/Å) = 4.06
- spin multiplicity = 1



C52H58N2O7P2RuS3 | the ωB97M-V functional and the def2-TZVPD basis

Structure (XYZ):
```
125
Properties=species:S:1:pos:R:3:forces:R:3:mulliken_charge:R:1
Ru -0.132076 0.158204 -0.340216 0.0 -0.3 -0.2 2.66
O -0.206243 -2.145507 -0.109032 -0.4 1.5 0.2 0.35
P 0.197200 -3.318027 -0.983169 0.4 -1.3 -0.6 0.91
C 0.087973 -2.951393 -2.768805 -0.2 0.3 0.6 -1.38
P -1.091633 -1.621256 -3.220803 -0.6 -0.8 -0.8 0.83
O -0.556941 -0.333101 -2.628223 0.5 0.6 1.4 0.47
C -2.827251 -1.866874 -2.763756 0.5 0.0 0.0 0.53
C -3.193282 -2.069539 -1.434064 -0.1 0.0 0.0 0.40
C -4.530628 -2.075743 -1.074019 0.1 0.0 0.1 -1.03
C -5.513401 -1.859516 -2.029488 0.0 0.0 0.0 -0.82
C -5.153654 -1.650963 -3.352216 -0.1 0.0 0.0 -0.97
C -3.817585 -1.653777 -3.722810 0.0 0.0 -0.1 -0.79
C -1.038464 -1.658473 -5.016219 0.1 0.1 0.3 0.31
C -0.548083 -0.576850 -5.737236 0.0 0.0 0.1 -0.19
C -0.533555 -0.632280 -7.123748 0.0 0.0 0.0 -0.84
C -1.012409 -1.757578 -7.778519 0.0 0.0 0.0 -0.61
C -1.502064 -2.840658 -7.056452 0.0 0.0 0.1 -0.79
C -1.512585 -2.795387 -5.673265 0.1 0.0 0.0 -0.62
C -0.898085 -4.734289 -0.766686 0.1 0.4 0.1 1.16
C -1.954099 -4.687428 0.136657 0.1 0.0 0.0 -0.41
C -2.869020 -5.728725 0.177517 0.0 0.0 0.1 -0.69
C -2.717147 -6.819970 -0.664606 0.0 0.0 0.0 -0.58
C -1.631699 -6.890949 -1.530813 0.1 0.0 0.0 -0.81
C -0.716090 -5.854069 -1.579056 0.0 0.1 0.0 -0.85
C 1.866048 -3.858768 -0.572550 -0.4 0.2 0.0 0.88
C 2.121484 -3.916395 0.799461 0.1 -0.1 0.0 -1.00
C 3.351047 -4.361755 1.254980 -0.1 -0.1 0.0 -0.72
C 4.321432 -4.755172 0.341674 0.0 0.0 0.0 -0.83
C 4.063375 -4.702718 -1.019916 0.0 -0.1 -0.1 -0.86
C 2.831998 -4.261260 -1.485554 0.0 0.1 0.0 -0.66
H -0.138966 -3.859639 -3.324031 0.0 0.0 0.0 1.02
H 1.052761 -2.556198 -3.097498 0.0 0.0 -0.1 0.53
H -2.434754 -2.237752 -0.685630 0.0 0.0 0.0 0.09
H -4.811330 -2.250232 -0.042007 0.0 0.0 0.0 0.54
H -6.556009 -1.857016 -1.740665 0.0 0.0 0.0 0.46
H -5.918920 -1.498902 -4.101515 0.0 0.0 0.0 0.50
H -3.557428 -1.499929 -4.760810 0.0 0.1 0.0 0.46
H -0.195262 0.301526 -5.209207 0.0 0.0 -0.1 0.28
H -0.151306 0.202722 -7.695279 0.0 0.0 0.0 0.48
H -1.014146 -1.791463 -8.859678 0.0 0.0 0.0 0.43
H -1.875323 -3.715173 -7.571574 0.0 0.0 0.0 0.45
H -1.907601 -3.629839 -5.102447 0.0 0.0 -0.1 0.43
H -2.046070 -3.840168 0.805508 -0.1 0.0 0.0 0.28
H -3.699102 -5.688284 0.870181 0.0 0.0 0.0 0.47
H -3.432885 -7.630269 -0.635446 0.0 0.0 0.0 0.45
H -1.497122 -7.754880 -2.167452 0.0 0.0 0.0 0.46
H 0.146412 -5.923593 -2.233625 0.0 0.0 -0.1 0.43
H 1.338846 -3.637254 1.497376 0.0 -0.1 0.0 0.83
H 3.551477 -4.422749 2.316217 0.0 0.0 0.0 0.49
H 5.276975 -5.118251 0.695280 0.0 0.0 0.0 0.48
H 4.819455 -5.022064 -1.724680 0.0 0.0 0.0 0.45
H 2.636120 -4.240183 -2.551111 0.0 0.0 0.0 0.49
O 0.916550 1.738784 -1.691761 -0.5 -0.5 0.9 -0.42
S 0.554146 2.379794 -3.030584 -0.4 0.8 -0.8 0.08
C 0.842742 4.177474 -2.802362 0.1 -0.3 0.2 -1.10
C 0.255168 4.705608 -1.501604 0.1 0.0 0.1 -0.60
C 1.211765 4.524898 -0.320542 0.0 0.0 -0.1 -0.03
C 0.533424 4.761917 1.025767 -0.3 -0.3 -0.2 -1.13
S 0.166449 3.189146 1.882175 0.8 0.5 0.5 0.01
O -0.397725 2.235126 0.845262 -0.1 -0.7 -0.9 -0.36
C 1.898053 2.761080 2.165988 -0.3 -0.2 0.1 1.02
C 2.556937 1.822526 1.394391 -0.1 -0.1 -0.1 0.12
C 3.881786 1.519258 1.664441 0.0 -0.1 0.1 -0.82
C 4.531027 2.142829 2.720514 0.1 -0.1 -0.1 -0.86
C 3.865361 3.082253 3.493931 0.0 0.1 0.0 -0.83
C 2.542660 3.396627 3.217591 -0.1 0.0 0.1 -0.95
C -1.236810 2.506432 -3.226817 0.2 -0.2 0.1 0.94
C -2.102781 2.280288 -2.176140 0.0 0.0 0.1 -0.42
C -3.471684 2.328153 -2.382588 0.1 0.0 0.0 -1.05
C -3.963338 2.610582 -3.649311 -0.1 0.0 0.1 -0.86
C -3.088555 2.858234 -4.696630 0.0 0.0 -0.1 -0.81
C -1.717287 2.800296 -4.493728 0.2 0.0 -0.1 -0.88
H 0.389362 4.629704 -3.685599 0.0 -0.1 0.0 0.57
H 1.922731 4.327499 -2.850179 0.0 0.0 -0.1 0.52
H -0.698322 4.210877 -1.301692 0.0 0.1 0.0 0.21
H 0.042327 5.769884 -1.620527 -0.1 0.0 -0.1 0.54
H 2.049956 5.214314 -0.430121 0.0 0.0 0.0 0.58
H 1.621473 3.515974 -0.340301 0.1 0.1 -0.1 -0.23
H -0.423092 5.279434 0.932641 0.0 0.0 0.0 0.61
H 1.157535 5.315294 1.728248 -0.1 0.0 0.1 0.49
H 2.048771 1.346591 0.562387 0.0 0.0 -0.1 0.41
H 4.417591 0.793230 1.067574 0.0 0.0 0.0 0.43
H 5.561151 1.889416 2.931853 0.0 0.0 0.0 0.48
H 4.376473 3.575247 4.310027 0.0 0.0 0.0 0.48
H 2.017177 4.131600 3.817263 0.0 0.0 0.1 0.55
H -1.708137 2.103472 -1.186096 0.0 0.0 0.2 1.02
H -4.146141 2.150800 -1.556189 0.0 0.0 0.0 0.51
H -5.031771 2.644340 -3.813713 0.0 0.0 0.0 0.47
H -3.477436 3.090816 -5.678829 0.0 0.0 0.0 0.47
H -1.037052 2.986514 -5.317064 0.0 0.0 0.0 0.54
O 2.027150 -0.790272 -1.271756 -0.4 0.3 0.2 -0.64
H 1.972984 -0.288573 -2.100082 0.1 0.1 0.1 0.17
H 2.914977 -0.639297 -0.918930 0.0 -0.1 0.0 0.21
O -2.425927 0.319947 0.546770 0.5 0.1 -0.5 -0.49
H -2.393558 1.130670 1.081794 0.0 -0.1 0.0 0.27
H -2.692998 -0.396680 1.140297 0.0 0.0 -0.1 0.30
C 1.270775 1.812040 6.539942 -0.1 0.1 -0.1 -1.32
C 0.002361 1.640463 5.708315 0.1 -0.2 0.1 0.80
C -0.395637 0.176369 5.528869 -0.2 0.4 0.0 -1.49
N 0.654887 -0.602816 4.871206 0.1 0.0 -0.1 0.39
C 0.757890 -0.855693 3.586459 0.2 -0.3 0.1 -0.02
S -0.470089 -0.372254 2.488876 0.0 0.4 -0.4 -0.47
N 1.812991 -1.546939 3.084692 0.0 0.1 0.2 0.86
C 3.046917 -1.978789 3.689623 0.0 0.2 -0.1 0.01
O 4.029161 -1.916263 2.998938 0.0 0.1 0.0 -0.52
C 3.009095 -2.529656 5.055217 0.0 -0.2 0.2 -0.06
C 4.138973 -2.385536 5.863675 0.0 0.1 -0.1 -0.35
C 4.168821 -2.971003 7.116922 0.0 0.0 0.0 -0.79
C 3.088222 -3.724235 7.557487 0.0 0.0 0.0 -0.49
C 1.973915 -3.898343 6.744530 0.0 0.0 0.0 -0.81
C 1.928751 -3.303680 5.496536 0.1 0.1 -0.1 0.14
H 1.468241 2.869198 6.713858 0.1 0.0 0.0 0.39
H 2.144098 1.389409 6.037853 0.0 0.0 0.0 0.25
H 1.162584 1.337253 7.516437 0.0 0.0 0.0 0.37
H 0.127944 2.093583 4.722991 0.0 0.1 -0.1 -0.47
H -0.828713 2.147114 6.201604 0.0 0.0 -0.1 0.43
H -1.308724 0.099530 4.942367 0.0 -0.1 0.0 0.48
H -0.571462 -0.277486 6.503955 0.0 -0.1 0.0 0.48
H 1.400177 -0.937348 5.469249 0.0 -0.1 0.0 0.25
H 1.860785 -1.566334 2.076197 0.0 0.0 0.0 -0.48
H 4.978746 -1.809055 5.497794 0.0 0.0 0.0 0.50
H 5.039042 -2.853191 7.747844 0.0 0.0 0.0 0.46
H 3.116293 -4.186597 8.535035 0.0 0.0 0.0 0.44
H 1.147708 -4.509923 7.080900 0.0 0.0 0.0 0.47
H 1.077021 -3.470874 4.847482 0.0 0.0 0.0 0.43
```
Forces are in eV/Å.

- ⟨S²⟩ = 8.759
- HOMO-LUMO gap (alpha / beta) (eV) = 9.1 / 5.5
- E_LUMO (alpha / beta) (eV) = -6.585 / -10.173
- total charge = +3
- highest occupied orbital energy (alpha / beta) (eV) = -15.64 / -15.63
- E (eV) = -125822.27221
- F_max (eV/Å) = 1.58
- spin multiplicity = 6



C5H10O2P | the ωB97M-V functional and the def2-TZVPD basis

Structure (XYZ):
```
18
Properties=species:S:1:pos:R:3:forces:R:3:mulliken_charge:R:1
C 0.434711 1.014187 -0.431338 4.3 -1.9 -1.5 -0.77
C -0.507571 0.214934 0.019262 -0.5 0.0 0.2 1.10
C -1.778128 0.746354 0.639078 0.2 0.1 -0.1 -1.31
C -0.431912 -1.284069 -0.067071 0.2 0.1 0.0 -1.28
C 2.079600 0.304431 -1.121210 -3.6 1.8 1.4 -0.86
O 4.252914 1.216097 0.246562 0.0 0.9 0.0 -0.73
O 3.880956 -1.307784 0.097366 -0.2 -0.8 -0.1 -0.74
P 3.314838 0.064436 0.218479 0.3 -0.2 0.0 0.64
H 0.457775 2.084091 -0.380678 -0.2 0.4 0.1 0.32
H -1.729172 1.825932 0.772223 -0.1 0.0 0.0 0.34
H -2.640098 0.507300 0.011532 -0.1 0.0 0.0 0.27
H -1.937655 0.280693 1.613470 -0.1 0.0 0.1 0.31
H 0.602752 -1.612707 -0.033133 0.0 -0.1 0.0 0.35
H -0.975059 -1.742879 0.757788 0.0 -0.1 0.1 0.36
H -0.878977 -1.632502 -1.001327 0.0 -0.1 0.0 0.25
H 1.809379 -0.607035 -1.635411 0.0 -0.2 -0.1 0.42
H 2.407329 1.073433 -1.811638 0.1 0.0 -0.1 0.41
H 2.461756 0.126397 1.340630 -0.1 0.0 0.3 -0.08
```
Forces are in eV/Å.

- HOMO-LUMO gap (eV) = 8.1
- E_LUMO (eV) = 3.419
- total charge = -1
- highest occupied orbital energy (eV) = -4.67
- E (eV) = -18732.37975
- F_max (eV/Å) = 4.91
- spin multiplicity = 1



For each record above, in turn, the calculated energy above the lowest of the compared OMol25 structures with the same formula, charge and spin values are 129.9 0.0 128.0 63.8 kJ/mol.